{"formula": "H80O40", "method": "wB97M-V/def2-TZVPD", "e_above_lowest_kj_mol": 834.6, "multiplicity": 1, "elements": ["H", "H", "O", "H", "H", "O", "H", "H", "O", "H", "H", "O", "H", "H", "O", "H", "O", "H", "O", "H", "H", "O", "H", "H", "O", "H", "H", "O", "H", "H", "O", "H", "O", "H", "H", "O", "H", "H", "O", "H", "H", "O", "H", "H", "O", "H", "H", "O", "H", "H", "O", "H", "O", "H", "H", "O", "H", "O", "H", "H", "O", "H", "H", "O", "H", "H", "O", "H", "H", "O", "H", "H", "O", "H", "H", "O", "H", "H", "O", "H", "H", "O", "H", "H", "O", "H", "H", "O", "H", "O", "H", "H", "O", "H", "H", "H", "H", "H", "H", "O", "H", "H", "O", "H", "H", "O", "H", "H", "O", "H", "H", "O", "H", "H", "O", "H", "H", "O", "H", "H"], "positions_angstrom": [[-2.3994, -0.1417, 1.1378], [-2.1406, -1.3865, 0.6591], [-2.5346, -0.5933, 0.2851], [-5.1824, -2.8904, 0.8925], [-3.9266, -2.0192, 0.2767], [-4.8055, -2.0508, 0.6754], [-0.7977, -1.4500, -2.7200], [0.0323, -0.2308, -2.9144], [-0.0609, -0.9822, -2.3065], [2.6554, 5.5309, -1.1912], [2.1766, 4.2246, -0.9843], [2.9888, 4.7190, -0.7904], [-1.8680, -0.4533, 4.5758], [-1.2006, 0.4499, 5.6905], [-1.8932, -0.1967, 5.5042], [2.7892, -4.5276, -3.0935], [2.4679, -4.8477, -2.2349], [1.2921, 1.9311, 4.0123], [1.5132, 2.8874, 3.9751], [0.7429, 0.6971, -6.1413], [1.8710, -0.2689, -5.8219], [0.9258, -0.2011, -5.8717], [5.8610, -3.3324, 0.9071], [5.7389, -2.9289, -0.5283], [5.2065, -3.3170, 0.1867], [-1.7488, -1.0642, -5.0570], [-1.7524, -0.5295, -6.4663], [-2.2856, -0.5265, -5.6545], [-5.0052, 1.9065, -0.1420], [-4.8230, 0.7698, 0.8210], [-4.4988, 1.6657, 0.6561], [-0.3287, 2.3063, -0.7157], [0.1690, 3.0344, -0.2973], [1.3093, -1.8947, -3.9957], [1.9121, -1.3285, -2.9300], [2.0974, -2.1254, -3.4805], [-6.0980, 0.9511, -3.1390], [-5.3207, 0.1639, -2.1026], [-5.2037, 0.6610, -2.9223], [0.4969, -3.6818, 2.9168], [0.3346, -3.4775, 1.4152], [0.5093, -3.0052, 2.2297], [4.5296, -1.3839, -2.3933], [5.6073, -0.4844, -3.3206], [5.2950, -0.7980, -2.4698], [3.0187, 1.5218, -2.9804], [1.6576, 2.0980, -3.3848], [2.0911, 1.3399, -2.9939], [1.8568, -1.6494, 5.4286], [1.8394, -0.8022, 4.0587], [1.5966, -1.6059, 4.5210], [0.4473, 4.8203, 2.4894], [0.6011, 4.8372, 1.5347], [-0.8625, -2.0855, 2.8615], [-0.4854, -1.1874, 1.7103], [-1.2114, -1.2983, 2.3490], [4.1919, -3.4512, 3.2080], [4.1707, -4.2206, 2.6068], [1.9714, -0.2440, -0.2034], [1.5088, 0.4451, -1.5854], [1.3128, 0.2843, -0.6701], [-1.0927, -4.9943, -0.0568], [-2.3806, -5.8450, -0.0054], [-1.8272, -5.2547, 0.5200], [-0.7247, -4.1987, -4.1367], [-0.7507, -5.1602, -3.0388], [-0.1760, -4.8943, -3.7664], [1.3178, 4.2840, -4.5994], [0.7020, 3.2181, -5.4809], [1.4351, 3.3640, -4.8633], [-1.5841, 1.1588, -5.1555], [-1.5459, 2.6409, -4.8179], [-1.1823, 2.0004, -5.4349], [-3.8582, 0.3356, 4.7163], [-4.2872, -1.0937, 4.0622], [-4.4667, -0.1539, 4.1294], [-0.9019, -2.4644, -0.6490], [0.4403, -3.1861, -1.0068], [-0.4972, -3.1030, -1.2376], [0.2135, 5.8042, -0.9964], [-0.7358, 4.6280, -0.9543], [-0.4576, 5.3639, -1.5147], [-3.4233, 4.7269, -2.3153], [-2.2976, 5.7002, -2.5920], [-2.8034, 5.0021, -3.0065], [4.2516, 2.6866, 1.7290], [3.0410, 1.9809, 1.2344], [3.9883, 1.8288, 1.3636], [4.5532, -0.4563, 3.8847], [4.3806, 0.4247, 3.5678], [-4.5801, 4.3843, 1.2415], [-5.4056, 3.2013, 1.5656], [-5.4251, 4.1538, 1.6433], [1.5029, 4.7059, 1.2482], [1.5845, -5.1628, -2.5289], [3.4889, -3.8103, 2.0450], [2.3377, 2.7073, 4.4620], [0.8732, 2.8891, -0.9403], [4.6984, 0.6254, 2.6747], [2.9961, -5.7128, 0.8397], [3.9219, -5.4561, 0.8365], [2.7140, -5.5305, -0.0686], [-1.9835, 4.2180, 1.8537], [-2.1065, 3.3146, 1.5289], [-1.0725, 4.3675, 1.5488], [2.3282, -2.4813, -0.4696], [3.0094, -2.7993, 0.1339], [2.6712, -2.8037, -1.3105], [-1.7682, -4.3312, 2.9997], [-1.7914, -5.0395, 3.6663], [-2.6797, -4.3231, 2.6741], [-2.8899, 1.0534, 2.8575], [-3.1031, 1.7957, 2.2697], [-3.7073, 0.5772, 2.6208], [-0.2799, 1.1811, 2.3606], [0.2083, 1.9577, 2.6552], [-1.1937, 1.2019, 2.7284], [-0.7139, 3.6635, 4.2259], [-0.9965, 4.5496, 3.9232], [-0.3208, 3.9767, 5.0541]], "atomic_forces_ev_per_a": [[-0.3, 0.8, -0.3], [0.2, -0.7, -0.2], [0.0, 0.0, 0.0], [0.4, -0.9, -0.2], [-0.2, -0.4, 0.2], [-0.6, 1.5, 0.1], [0.1, -0.4, 0.4], [0.0, 0.3, 0.3], [-0.7, 0.8, -1.6], [0.8, 0.6, 0.1], [0.4, -0.6, 0.3], [-1.2, 0.1, -0.3], [0.6, 0.3, -0.2], [-0.2, -0.2, -0.6], [-0.3, -0.1, 0.6], [0.2, 0.1, 0.4], [-0.7, -0.5, -0.8], [-0.9, 0.6, -0.5], [1.9, -2.0, 0.9], [-0.2, 0.5, 0.1], [0.7, -0.1, 0.1], [-0.7, -0.5, 0.0], [-0.7, -0.2, 0.0], [-0.4, -0.1, 0.0], [1.0, 0.3, -0.2], [-0.2, 0.0, -0.1], [-0.2, 0.0, 0.2], [0.5, -0.2, -0.1], [0.5, 0.1, 0.3], [0.2, -0.2, 0.1], [-0.8, -0.1, -0.7], [-0.7, -0.2, 1.1], [-0.3, -1.1, -1.4], [0.1, -1.0, -0.7], [0.9, -0.8, 0.5], [-0.4, 1.6, 0.1], [0.1, 0.0, -0.1], [0.2, -0.1, -0.1], [-0.3, 0.1, 0.3], [0.1, 0.0, -0.1], [-0.1, -0.3, -0.2], [1.4, -0.6, 0.1], [0.2, 0.4, -1.2], [-0.8, -0.7, -0.3], [0.5, 0.2, 1.5], [0.9, 0.2, 0.1], [-0.1, 0.5, -0.7], [-0.7, -0.7, 0.1], [0.4, 0.7, 0.6], [0.3, 0.3, 0.4], [-0.6, -0.9, -1.0], [1.1, -0.3, -0.1], [-0.9, 0.9, 0.0], [-0.7, 1.2, -1.0], [-0.1, 0.5, 0.7], [0.1, -1.2, 0.8], [0.6, -0.7, 0.4], [-0.5, 2.0, 0.6], [0.0, -0.1, -0.7], [0.9, -0.1, -0.3], [-0.4, 0.6, 1.9], [-0.3, 0.1, 0.0], [0.2, 0.1, -0.1], [-0.1, -0.3, -0.4], [0.3, 0.3, -0.3], [0.2, -0.2, 0.2], [-0.4, -0.2, 0.2], [0.1, 0.0, 0.1], [0.0, -0.3, 0.2], [-0.2, 0.3, -0.1], [-0.1, 0.0, -0.4], [-0.1, 0.3, 0.1], [0.2, 0.0, 0.2], [0.0, -1.0, -0.3], [0.4, 0.1, 0.6], [-1.4, 0.0, 0.3], [0.3, 0.3, 0.1], [0.1, 0.6, 0.0], [-0.4, -1.7, 0.2], [0.0, 0.2, 0.4], [0.2, -0.2, 0.1], [-0.1, 0.4, -0.6], [0.1, 0.1, -0.3], [0.5, 0.2, 0.2], [-0.7, -0.4, 0.0], [0.2, -0.2, -0.1], [-0.1, -0.5, -0.1], [-0.2, 0.9, -0.1], [0.4, -0.4, -0.4], [-0.5, 0.7, 0.7], [0.1, 0.3, 0.2], [-0.1, -0.5, 0.2], [0.1, 0.4, -0.2], [0.4, -0.2, 0.6], [0.5, 0.3, 0.4], [-0.1, -1.1, -0.3], [0.4, 1.0, -0.3], [0.9, 0.3, 0.2], [-0.3, -0.5, 0.1], [-0.4, 0.0, -0.6], [0.2, 0.0, 0.1], [0.1, -0.1, 0.0], [-0.2, -0.3, -0.6], [-0.1, 0.1, 0.2], [-0.1, 0.2, -0.2], [0.2, 0.1, 0.1], [0.1, 0.0, 0.2], [-0.4, -0.2, -0.4], [-0.6, -0.4, 1.1], [0.1, 0.3, -0.3], [0.4, 0.1, -0.2], [-0.6, 1.2, -1.8], [0.6, 0.5, 0.3], [0.4, -0.7, 1.2], [0.2, 0.0, 0.2], [-0.7, 0.2, -0.3], [0.9, 0.0, -0.1], [-0.8, 2.1, 0.6], [-0.8, -0.9, -0.4], [0.3, -0.8, 0.1]]}

=====

{"formula": "H80O40", "method": "wB97M-V/def2-TZVPD", "total_charge": 1, "e_above_lowest_kj_mol": 904.1, "multiplicity": 2, "elements": ["H", "H", "O", "H", "H", "O", "H", "H", "O", "H", "H", "O", "H", "H", "O", "H", "O", "H", "O", "H", "H", "O", "H", "H", "O", "H", "H", "O", "H", "H", "O", "H", "O", "H", "H", "O", "H", "H", "O", "H", "H", "O", "H", "H", "O", "H", "H", "O", "H", "H", "O", "H", "O", "H", "H", "O", "H", "O", "H", "H", "O", "H", "H", "O", "H", "H", "O", "H", "H", "O", "H", "H", "O", "H", "H", "O", "H", "H", "O", "H", "H", "O", "H", "H", "O", "H", "H", "O", "H", "O", "H", "H", "O", "H", "H", "H", "H", "H", "H", "O", "H", "H", "O", "H", "H", "O", "H", "H", "O", "H", "H", "O", "H", "H", "O", "H", "H", "O", "H", "H"], "positions_angstrom": [[-3.7337, 3.8198, 1.9186], [-3.5248, 2.6429, 0.8404], [-3.0801, 3.3218, 1.3934], [-6.0076, -1.1466, -3.1446], [-4.9625, -1.8255, -2.0367], [-5.4977, -1.8577, -2.7995], [0.8973, -3.4132, -1.0999], [0.1966, -3.2122, -2.5584], [1.0191, -3.2920, -2.0485], [3.0048, -4.5897, -1.9982], [4.5664, -4.1425, -2.1920], [3.7937, -4.5855, -2.5249], [1.2726, -1.4311, -4.6601], [2.7843, -1.1455, -5.1259], [2.0439, -0.7435, -4.7553], [-4.2979, 0.8266, 3.4786], [-4.0608, 1.6958, 3.8452], [-1.3848, 3.1970, 1.1524], [-0.6644, 2.8390, 0.6384], [-0.9800, 4.1766, 3.4568], [0.0293, 5.2439, 3.3397], [-0.8046, 4.9698, 3.0074], [-4.6315, -4.1576, -0.7611], [-5.9488, -3.5636, -1.0377], [-5.0421, -3.2833, -0.7969], [1.5862, -0.6327, 6.1164], [2.9880, -0.2568, 5.5294], [2.0689, -0.3318, 5.3016], [3.0491, 4.2644, 2.3812], [1.9867, 3.2007, 2.2290], [2.0757, 4.1281, 2.4863], [-2.1525, 0.7781, 1.8988], [-1.7200, 0.4483, 1.1320], [1.1887, 0.7260, -5.4918], [0.3587, 1.7986, -5.0178], [1.0403, 1.6487, -5.6941], [-6.7040, 1.8581, -0.0818], [-6.3405, 2.5956, -1.3951], [-6.0448, 2.3459, -0.5271], [0.2709, 4.1343, -1.0523], [1.6434, 4.5388, -1.1124], [1.1426, 3.7069, -0.8541], [3.8467, -0.2781, 2.9075], [4.3234, 0.6686, 1.6634], [4.0078, 0.5745, 2.5639], [-1.8575, 2.5387, 4.3084], [-1.6473, 1.6992, 5.7068], [-1.9535, 1.7255, 4.8156], [-3.6764, -4.6222, 1.1865], [-2.2957, -4.0281, 1.4533], [-2.8506, -4.3531, 0.7128], [-4.5965, -2.1643, 3.2988], [-4.6675, -2.9318, 3.8464], [-2.6550, 3.1750, -1.3593], [-1.2240, 2.4269, -1.6080], [-1.7521, 3.3158, -1.5576], [0.2596, 1.2474, 3.1823], [1.1456, 1.3790, 3.4879], [1.1535, 4.1271, 4.1990], [0.8642, 2.7640, 4.4820], [0.3925, 3.6010, 4.6659], [0.6325, -3.0152, 1.2052], [-0.2829, -3.8776, 2.0792], [-0.2822, -3.4040, 1.2391], [2.7838, 1.2978, -2.1183], [2.7979, 0.0750, -3.1319], [3.3223, 0.7091, -2.5913], [-0.3664, -4.4186, -4.6395], [-0.9980, -3.5782, -5.6906], [-0.1155, -3.9059, -5.4021], [5.5961, 1.8966, -2.7446], [4.4026, 2.7384, -3.5805], [5.2774, 2.5732, -3.3176], [1.2954, 1.2443, -0.8950], [-0.1142, 1.1459, -0.0093], [0.3940, 0.9179, -0.8966], [-1.4675, 0.1755, 4.6615], [-0.2398, -0.6150, 4.1916], [-0.9316, -0.6209, 4.8214], [-3.1508, -1.4363, 1.0446], [-4.2923, -1.5465, -0.0472], [-3.8962, -0.9897, 0.6683], [2.0093, -1.8077, -0.9379], [3.4412, -2.2995, -0.3175], [2.9003, -1.5286, -0.6399], [2.3502, -4.8280, 3.9958], [1.6993, -3.9691, 5.0187], [1.6221, -4.8523, 4.6037], [1.9308, -4.5284, -0.2157], [2.7601, -4.6463, 0.2650], [4.8660, -0.0220, -3.2936], [4.9439, -0.1567, -4.8408], [5.3547, -0.4294, -3.9928], [-4.5992, -2.3955, 4.6882], [-3.8069, 1.4844, 4.7847], [1.2141, 0.4458, 4.0279], [-0.0034, 3.5259, 0.6466], [-2.4552, 0.7315, 0.5333], [2.3076, -5.3383, 0.8323], [5.5231, 0.0475, 0.4230], [4.8736, -0.1345, -0.2246], [6.0503, -0.6792, 0.6913], [-1.4308, 4.6229, -4.8599], [-1.3528, 4.5296, -3.9272], [-0.8171, 3.8274, -4.8754], [1.9088, 1.5488, 1.0744], [0.9301, 1.5238, 0.8840], [2.0083, 0.6833, 1.4142], [-1.0402, -1.4555, -1.8015], [-0.4473, -1.9573, -1.2652], [-0.7448, -0.6461, -1.3484], [0.7423, 3.8991, -3.5598], [1.5966, 3.8519, -4.0305], [1.0653, 3.2279, -2.8983], [-2.3887, -0.1259, -3.7670], [-2.9054, -0.3584, -4.5394], [-2.7924, -0.7526, -3.1950], [0.2478, -5.8759, 0.5391], [-0.6493, -5.5492, 0.5112], [0.4569, -6.6020, 1.0834]], "atomic_forces_ev_per_a": [[0.2, -0.5, -0.4], [-0.4, 0.9, 0.9], [-0.1, -0.4, -0.5], [0.0, 1.2, 0.5], [0.4, 0.9, 1.2], [-0.6, -1.8, -2.3], [-1.1, -0.2, -0.4], [0.1, -0.1, 0.7], [0.8, 0.0, -0.2], [0.3, 0.5, 0.7], [-0.2, 0.3, 0.8], [0.2, -0.8, -1.8], [2.5, 1.5, -0.4], [1.8, -1.6, -1.1], [-4.4, -0.4, 1.7], [-0.2, 0.5, 0.1], [-1.0, -1.0, 0.4], [-2.2, 0.7, 1.0], [-0.1, -0.7, -0.7], [0.1, -1.3, 1.3], [0.9, 0.4, 0.3], [-1.7, 1.6, -2.7], [0.7, 0.4, 0.1], [0.4, 0.8, 0.0], [-0.9, -1.3, 0.3], [0.7, 0.5, -1.1], [0.7, 0.2, 0.2], [-1.4, -1.0, 1.0], [-1.1, 0.0, 0.2], [0.0, -0.5, 0.0], [1.3, 0.4, -0.2], [-0.2, 0.3, 2.1], [-0.4, 0.6, -1.6], [0.8, -0.8, -0.3], [0.1, 0.5, -0.4], [-0.9, 0.5, 0.7], [-1.3, -0.8, 0.5], [-0.5, 0.0, -0.4], [2.0, 0.8, 0.0], [0.5, -0.9, -0.2], [0.1, -1.5, 0.6], [-0.3, 3.0, -0.7], [0.2, -1.5, -0.4], [0.6, -1.1, -0.1], [-0.7, 2.4, 1.1], [0.2, 0.1, 1.0], [1.0, 1.2, 0.9], [0.0, -0.6, -0.6], [0.9, 0.3, -0.5], [-0.4, -0.1, -0.8], [-0.5, -0.2, 1.5], [-0.1, 0.5, -1.7], [0.3, 1.1, 2.1], [-2.0, -0.6, 0.4], [-1.3, 1.5, -0.1], [3.9, -1.3, 0.2], [-1.2, 0.5, -0.6], [0.2, -3.9, 2.1], [-1.9, -0.8, 1.2], [-0.7, -0.5, 0.4], [2.8, 0.7, -0.6], [-1.2, -0.5, 0.2], [0.3, -0.1, 0.1], [1.2, 1.3, 0.1], [-1.1, 1.0, 0.7], [-0.1, 0.6, 0.4], [0.9, -1.5, -1.1], [0.2, -0.6, 0.5], [1.0, -0.2, 0.0], [-1.1, 0.9, -0.4], [-1.0, -0.8, 0.4], [-1.6, -1.0, 0.3], [2.9, 2.2, -0.8], [0.1, 0.1, 0.7], [1.4, -1.0, -3.0], [-3.0, -0.1, 1.1], [0.3, -0.1, -0.2], [0.8, -0.2, -0.9], [-1.0, -0.7, 1.0], [0.6, -0.7, -0.2], [0.7, 0.1, 1.2], [-1.5, 0.5, -0.9], [1.2, -0.2, -0.1], [-1.4, 0.7, -0.7], [0.3, -0.5, 0.8], [0.7, -0.3, -0.6], [-0.3, -0.7, -0.1], [-0.4, 1.1, 0.5], [0.2, 0.2, -0.6], [-1.6, -1.1, 1.2], [-0.7, 0.6, 0.4], [0.5, 0.1, 1.0], [0.4, -0.8, -1.6], [-0.2, -1.6, -0.6], [-0.3, 0.5, -1.6], [0.9, 3.4, -1.1], [1.6, 1.2, -0.1], [0.8, -1.2, -0.2], [1.4, 0.8, -0.4], [0.4, 2.3, 0.7], [-0.8, -1.0, -1.3], [0.4, -1.2, -0.1], [1.0, -2.2, -0.5], [-0.7, 1.3, 2.0], [-0.7, 1.2, -1.7], [-1.9, 1.6, -1.5], [2.2, 0.5, 0.8], [1.0, -1.4, 1.1], [-0.1, 1.0, 0.7], [0.3, -1.6, 0.4], [-0.5, 0.8, -0.9], [2.1, -1.8, 1.1], [-0.6, 0.7, -0.9], [-1.2, 0.8, -0.2], [-0.1, 0.6, -0.8], [0.1, 0.5, -0.9], [0.0, -0.9, 1.6], [1.1, 1.3, -1.6], [-0.5, -0.5, 0.5], [-0.7, -1.4, 1.0]]}

=====

Question: The highest multiplicity belongs to which entry?
Answer: number 2

=====

Question: Which of these has the highest multiplicity?
Answer: number 2